Record 1
Computed, not measured: an isolated molecule of C5H7NO, with ωB97M-V/def2-TZVPD.

Element x y z (Å)
C  -2.356  -0.013  0.272
C  0.658  1.071  -0.223
C  1.940  0.699  -0.067
C  2.034  -0.715  -0.053
C  0.708  -1.160  -0.228
H  -3.368  0.238  -0.024
H  -1.994  0.951  0.787
H  -2.174  -0.814  0.877
H  0.260  2.053  -0.358
H  2.661  1.505  0.057
H  2.857  -1.478  -0.035
H  0.246  -2.098  0.223
N  -0.073  -0.057  -0.385
O  -1.400  -0.180  -0.842

Structure (SMILES) ... COn1cccc1
Energy ... -324.5941 a.u.
Gap between HOMO and LUMO ... 9.39 eV
E_LUMO ... 0.98 eV

Atom charges from the natural (NBO) analysis, given in e for atoms 1 to 6: C -0.2539; C -0.0929; C -0.3028; C -0.3027; C -0.0963; H 0.2091



Record 2
Computed, not measured: a cluster of 2 separate species, C4H10OS in total, with ωB97M-V/def2-TZVPD.

Element x y z (Å)
C  2.659  -0.783  -1.486
C  1.834  -0.618  -0.217
S  1.643  1.172  0.402
H  3.429  -0.008  -1.500
H  2.959  -1.836  -1.513
H  2.067  -0.579  -2.368
H  2.158  -1.144  0.672
H  0.776  -0.660  -0.441
H  1.799  2.343  -0.295
C  -2.658  -0.140  0.047
C  -3.067  0.377  1.204
O  -2.165  0.512  2.211
H  -3.391  -0.258  -0.741
H  -1.625  -0.220  -0.258
H  -4.084  0.704  1.382
H  -2.335  1.138  2.901

Structure (SMILES) ... C=CO.CCS
Energy ... -631.7389 a.u.
Gap between HOMO and LUMO ... 9.49 eV
E_LUMO ... 0.81 eV

Atom charges from the natural (NBO) analysis, given in e for atoms 1 to 6: C -0.6344; C -0.4224; S -0.2133; H 0.2227; H 0.2180; H 0.2133



Record 3
Computed, not measured: an isolated molecule of C7H10, with ωB97M-V/def2-TZVPD.

Element x y z (Å)
C  -0.230  -0.692  1.386
C  1.249  -0.394  1.443
C  0.453  -0.003  0.245
C  0.472  -0.689  -1.109
C  -0.893  -0.245  -1.602
C  -1.249  0.891  -1.001
C  -0.144  1.362  -0.064
H  -0.922  -0.082  1.961
H  -0.570  -1.712  1.233
H  1.905  -1.255  1.372
H  1.642  0.373  2.099
H  1.276  -0.256  -1.728
H  0.630  -1.772  -1.073
H  -1.494  -0.830  -2.292
H  -2.206  1.390  -1.094
H  0.564  2.011  -0.604
H  -0.482  1.903  0.827

Structure (SMILES) ... C1=CCC2(C1)CC2
Energy ... -272.6629 a.u.
Gap between HOMO and LUMO ... 10.37 eV
E_LUMO ... 1.19 eV

Atom charges from the natural (NBO) analysis, given in e for atoms 1 to 6: C -0.4179; C -0.4150; C -0.0419; C -0.4356; C -0.1871; C -0.1867



Record 4
Computed, not measured: an isolated molecule of C4H6O2, with ωB97M-V/def2-TZVPD.

Element x y z (Å)
C  -0.906  -1.080  0.110
C  -0.422  1.314  0.062
C  0.894  0.590  0.468
C  0.613  -0.870  0.304
H  -1.365  -1.509  1.069
H  -1.137  -1.749  -0.698
H  -0.297  1.805  -0.916
H  -0.684  1.930  0.962
H  1.687  1.052  1.044
H  1.277  -1.539  0.922
O  -1.363  0.230  -0.266
O  1.293  -0.194  -0.740

Structure (SMILES) ... C1OC[C@H]2O[C@@H]12
Energy ... -306.4143 a.u.
Gap between HOMO and LUMO ... 10.98 eV
E_LUMO ... 1.03 eV

Atom charges from the natural (NBO) analysis, given in e for atoms 1 to 6: C -0.0881; C -0.0964; C 0.0024; C 0.0366; H 0.1746; H 0.2002



Record 5
Computed, not measured: a structure of composition CHCrFLiO3, with ωB97M-V/def2-TZVPD.

Element x y z (Å)
Li  -3.208  0.086  0.490
O  -0.549  -0.093  -0.579
H  -1.022  -1.563  -0.188
O  1.600  -0.086  -0.183
O  -1.387  -0.723  0.348
C  0.572  0.521  -0.216
F  0.428  1.762  0.068
Cr  3.566  0.096  0.261

Energy ... -1414.9080 a.u.
Spin multiplicity ... 5
Total charge ... +3
Gap between HOMO and LUMO (spin up / spin down) ... 7.75 / 9.54 eV
E_LUMO (spin up / spin down) ... -17.39 / -15.62 eV

Atom charges from the natural (NBO) analysis, given in e for atoms 1 to 6: Li 0.9957; O -0.2954; H 0.5813; O -0.7149; O -0.4323; C 1.1756



Record 6
Computed, not measured: a cluster of 9 separate species, H18O9 in total, with ωB97M-V/def2-TZVPD.

Element x y z (Å)
O  0.402  -1.094  -3.322
H  1.088  -1.175  -2.690
H  0.831  -0.443  -3.940
O  1.552  -0.608  3.406
H  1.190  -0.325  2.633
H  2.350  0.053  3.474
O  0.402  -2.047  -0.058
H  0.898  -1.884  0.768
H  1.016  -1.999  -0.729
O  -4.098  -1.030  0.059
H  -3.199  -1.276  0.520
H  -3.550  -0.437  -0.636
O  -2.866  -1.390  -2.634
H  -3.169  -1.449  -1.773
H  -2.053  -0.895  -2.777
O  0.401  2.661  0.960
H  1.345  2.976  1.169
H  0.373  1.662  1.025
O  3.625  0.427  -0.051
H  3.439  0.847  -1.007
H  3.067  0.743  0.637
O  -2.461  0.207  2.463
H  -2.908  1.012  2.252
H  -2.366  0.133  3.408
O  1.763  1.471  -0.919
H  1.401  1.540  -1.845
H  1.527  2.322  -0.394

Structure (SMILES) ... O.O.O.O.O.O.O.O.O
Energy ... -687.8298 a.u.
Gap between HOMO and LUMO ... 10.52 eV
E_LUMO ... -0.52 eV

Atom charges from the natural (NBO) analysis, given in e for atoms 1 to 6: O -0.9224; H 0.4582; H 0.4657; O -0.9115; H 0.4469; H 0.4655



Record 7
Computed, not measured: a structure of composition C27H21CsN4O3, with ωB97M-V/def2-TZVPD.

Element x y z (Å)
Cs  -0.395  1.454  0.178
C  4.995  -0.160  -0.617
O  4.675  -0.455  0.730
C  3.552  -1.256  0.862
C  3.661  -2.400  1.615
C  2.554  -3.229  1.839
C  1.346  -2.874  1.262
C  1.221  -1.728  0.476
C  -0.087  -1.414  -0.159
N  -1.224  -1.281  0.408
N  -1.316  -1.547  1.775
C  -1.383  -0.546  2.610
O  -1.285  0.710  2.418
C  -1.636  -0.995  4.035
C  -1.235  -2.241  4.509
C  -1.473  -2.604  5.828
C  -2.121  -1.727  6.693
C  -2.518  -0.480  6.226
C  -2.264  -0.115  4.909
C  2.314  -0.826  0.269
O  2.201  0.279  -0.368
H  5.871  0.489  -0.599
H  4.162  0.347  -1.108
H  5.244  -1.082  -1.158
H  4.632  -2.626  2.044
H  2.641  -4.117  2.453
H  0.464  -3.482  1.420
H  -0.099  -1.256  -1.242
H  -0.733  -2.910  3.822
H  -1.144  -3.573  6.186
H  -2.306  -2.011  7.723
H  -3.017  0.215  6.892
H  -2.533  0.864  4.530
C  -1.292  -2.214  -5.012
C  -2.351  -1.324  -4.869
C  -2.130  -0.048  -4.370
C  -0.845  0.338  -4.023
C  0.217  -0.539  -4.172
C  -0.009  -1.821  -4.657
N  -0.542  1.654  -3.501
N  -1.496  2.153  -2.894
C  -1.273  3.494  -2.374
C  -0.337  4.306  -3.031
C  -0.116  5.590  -2.572
C  -0.842  6.029  -1.460
C  -1.763  5.190  -0.852
C  -2.051  3.865  -1.268
H  -1.469  -3.214  -5.389
H  -3.356  -1.628  -5.135
H  -2.938  0.656  -4.224
H  1.203  -0.210  -3.865
H  0.818  -2.515  -4.743
H  0.194  3.938  -3.902
H  0.598  6.238  -3.068
H  -0.680  7.038  -1.084
H  -2.304  5.599  0.003

Energy ... -1506.2746 a.u.
Total charge ... -2
Gap between HOMO and LUMO ... 5.70 eV
E_LUMO ... 4.25 eV

Atom charges from the Löwdin analysis, given in e for atoms 1 to 6: Cs 1.3346; C -0.1095; O -0.1177; C -0.2395; C -0.0557; C -0.1393



Record 8
Computed, not measured: an isolated molecule of C2H10N4, with ωB97M-V/def2-TZVPD.

Element x y z (Å)
C  0.798  -0.505  0.516
C  -0.147  1.314  1.814
N  0.004  -0.478  -0.856
N  -0.243  -0.069  1.366
N  -0.569  -1.608  -1.517
N  0.046  0.718  -1.602
H  -0.957  -0.160  0.355
H  -0.891  0.901  -1.960
H  0.668  0.586  -2.396
H  -1.169  -2.085  -0.843
H  0.177  -2.251  -1.768
H  1.653  0.172  0.425
H  1.026  -1.571  0.637
H  -1.052  1.560  2.372
H  -0.060  2.028  0.981
H  0.716  1.448  2.474

Structure (SMILES) ... CNCN(N)N
Energy ... -301.0650 a.u.
Gap between HOMO and LUMO ... 8.75 eV
E_LUMO ... 0.97 eV

Atom charges from the natural (NBO) analysis, given in e for atoms 1 to 6: C -0.0434; C -0.4219; N -0.2418; N -0.6897; N -0.6598; N -0.6490



Record 9
Computed, not measured: an isolated molecule of C2H3O2, with ωB97M-V/def2-TZVPD.

Element x y z (Å)
O  -0.626  -1.101  -1.192
C  -0.669  -0.614  -0.022
O  -1.393  -0.776  0.924
C  0.510  0.451  0.052
H  1.361  0.124  -0.534
H  0.088  1.371  -0.337
H  0.729  0.544  1.108

Energy ... -228.4186 a.u.
Spin multiplicity ... 2
Gap between HOMO and LUMO (spin up / spin down) ... 11.69 / 7.54 eV
E_LUMO (spin up / spin down) ... 0.85 / -3.18 eV

Atom charges from the natural (NBO) analysis, given in e for atoms 1 to 6: O -0.2335; C 0.7259; O -0.5646; C -0.6477; H 0.2311; H 0.2391



Record 10
Computed, not measured: an isolated molecule of C15H28Si, with ωB97M-V/def2-TZVPD.

Element x y z (Å)
C  1.604  2.870  2.086
C  -0.872  2.823  1.521
C  0.816  3.586  -0.210
C  0.339  0.624  1.803
C  1.982  1.381  0.032
C  -0.465  1.420  -0.494
C  0.694  -0.861  -0.273
C  0.261  2.099  2.289
C  1.901  2.845  0.551
C  -0.542  2.885  0.015
C  0.619  0.622  0.250
C  -1.005  -2.525  -2.875
C  0.298  -4.563  -1.118
C  -2.607  -3.752  -0.630
C  -0.498  -1.704  0.008
Si  -0.932  -3.150  -1.128
H  1.467  3.893  2.463
H  2.390  2.432  2.687
H  -1.843  2.310  1.702
H  -1.001  3.838  1.894
H  0.757  4.639  0.200
H  1.064  3.632  -1.278
H  1.124  0.069  2.330
H  -0.623  0.126  1.964
H  2.229  1.329  -1.017
H  2.770  0.835  0.566
H  -0.274  1.413  -1.567
H  -1.448  0.921  -0.354
H  1.606  -1.329  0.142
H  0.894  -0.851  -1.351
H  0.002  2.057  3.386
H  2.882  3.334  0.389
H  -1.330  3.427  -0.533
H  -1.748  -1.702  -2.910
H  -0.056  -2.120  -3.212
H  -1.277  -3.326  -3.524
H  0.459  -4.902  -0.076
H  0.024  -5.432  -1.739
H  1.262  -4.191  -1.429
H  -3.224  -4.109  -1.460
H  -2.541  -4.586  0.052
H  -3.277  -3.044  -0.124
H  -0.428  -2.130  1.014
H  -1.453  -1.132  -0.040

Structure (SMILES) ... C[Si](C)(C)CC[C@]12C[C@H]3C[C@H](C[C@H](C3)C1)C2
Energy ... -877.9018 a.u.
Gap between HOMO and LUMO ... 10.32 eV
E_LUMO ... 0.79 eV

Atom charges from the natural (NBO) analysis, given in e for atoms 1 to 6: C -0.4027; C -0.4054; C -0.4017; C -0.4233; C -0.4055; C -0.4181



Record 11
Computed, not measured: a structure of composition C12H8GaN2O4, with ωB97M-V/def2-TZVPD.

Element x y z (Å)
Ga  -0.744  -0.886  -0.453
O  -0.327  -2.281  2.281
C  -0.489  -1.775  1.259
C  -0.819  0.202  -2.063
O  -0.849  0.868  -3.002
C  -2.286  0.049  0.259
O  -3.192  0.615  0.685
C  0.803  -1.829  -1.168
O  1.748  -2.350  -1.571
C  -1.977  -2.798  -0.663
H  -1.276  -3.640  -0.578
H  -2.765  -2.750  0.100
C  -2.093  -2.094  -1.845
H  -2.977  -1.473  -2.043
H  -1.487  -2.363  -2.721
N  0.594  4.707  2.777
C  0.829  3.747  2.156
C  1.163  2.562  1.389
C  2.498  2.308  1.135
C  2.815  1.188  0.447
C  1.774  0.366  0.089
N  0.537  0.653  0.278
C  0.164  1.728  0.931
H  3.291  2.971  1.467
H  3.821  0.909  0.171
H  2.144  -0.591  -0.412
H  -0.899  1.961  1.094

Energy ... -2795.9637 a.u.
Total charge ... +3
Gap between HOMO and LUMO ... 5.94 eV
E_LUMO ... -14.17 eV

Atom charges from the natural (NBO) analysis, given in e for atoms 1 to 6: Ga 0.7788; O -0.1859; C 0.5611; C 0.5608; O -0.1896; C 0.5670



Record 12
Computed, not measured: a cluster of 2 separate species, C4H11N3 in total, with ωB97M-V/def2-TZVPD.

Element x y z (Å)
C  -1.004  -0.339  0.285
C  0.237  2.166  -0.466
C  0.491  -2.186  -0.657
N  -1.209  0.345  -0.984
C  0.354  -1.018  0.282
N  0.318  2.339  0.838
N  1.284  -0.545  1.016
H  -2.199  0.594  -1.039
H  0.976  1.800  1.399
H  -0.428  2.796  1.339
H  2.147  -1.082  0.906
H  -1.775  -1.109  0.436
H  -1.042  0.310  1.178
H  1.098  1.630  -0.861
H  -0.759  1.733  -0.976
H  0.158  -1.877  -1.650
H  -0.163  -3.003  -0.337
H  1.516  -2.555  -0.708

Energy ... -323.1428 a.u.
Gap between HOMO and LUMO ... 8.46 eV
E_LUMO ... 0.91 eV

Atom charges from the natural (NBO) analysis, given in e for atoms 1 to 6: C -0.3054; C -0.0894; C -0.6985; N -0.8482; C 0.3568; N -0.7164